# 1
DFT (the ωB97M-V functional and the def2-TZVPD basis) results for C35H29F3IrN4O3PS2 as an isolated structure.

```
78
Properties=species:S:1:pos:R:3:lowdin_spin:R:1
Ir 0.38932 -0.39170 0.08366 0.68
O -0.47725 3.61151 1.28643 0.04
C -0.18248 2.59768 0.66887 0.01
N 0.07641 1.41262 1.24818 0.10
C -0.00419 1.44333 2.69097 0.01
C 0.38377 0.15259 3.34871 0.00
C 1.27547 0.13929 4.39597 0.00
C 1.65231 -1.05084 5.01282 0.00
C 1.12460 -2.24083 4.51720 0.00
C 0.23104 -2.21060 3.48140 0.00
N -0.16514 -1.03416 2.91791 0.00
C -0.11100 2.59515 -0.82203 0.00
C -0.36184 3.78013 -1.50309 0.00
C -0.36752 3.76243 -2.88590 0.00
C -0.08693 2.57029 -3.53480 0.00
C 0.17304 1.44130 -2.77369 0.00
N 0.13733 1.45039 -1.45134 0.02
H -1.02857 1.72617 2.98746 0.00
H 0.64776 2.24657 3.06096 0.00
H 1.69519 1.07706 4.72651 0.00
H 2.34360 -1.04663 5.84048 0.00
H 1.38730 -3.19123 4.95124 0.00
H -0.19513 -3.10776 3.06720 0.00
H -0.56069 4.66974 -0.92398 0.00
H -0.59665 4.65898 -3.44182 0.00
H -0.06982 2.50675 -4.61112 0.00
H 0.41147 0.51176 -3.26628 0.00
O 2.94678 0.23756 -2.93361 0.01
C 2.70009 -0.51427 -2.01516 0.01
O 2.45799 -0.34191 -0.81293 0.08
C 2.70656 -2.03638 -2.41286 0.00
C 3.91603 -2.54038 -2.85238 0.00
C 3.99218 -3.87047 -3.23479 0.00
C 2.85859 -4.66147 -3.17536 0.00
C 1.65923 -4.14498 -2.72157 0.00
C 1.55767 -2.80948 -2.32887 0.00
P -0.07915 -2.17225 -1.79269 0.02
C -1.08690 -3.66621 -1.50487 0.00
C -2.03726 -4.07690 -2.44124 0.00
C -2.81702 -5.19207 -2.20103 0.00
C -2.68154 -5.90360 -1.02069 0.00
C -1.72804 -5.51007 -0.09466 0.00
C -0.92837 -4.40661 -0.33492 0.00
C -0.83579 -1.54593 -3.32905 0.00
C -0.20582 -1.57235 -4.56856 0.00
C -0.87829 -1.11768 -5.69162 0.00
C -2.17535 -0.63743 -5.59028 0.00
C -2.79891 -0.59382 -4.35028 0.00
C -2.13199 -1.04018 -3.22606 0.00
H 4.78194 -1.89696 -2.90488 0.00
H 4.93407 -4.27100 -3.57452 0.00
H 2.90998 -5.69737 -3.47260 0.00
H 0.78731 -4.77705 -2.66638 0.00
H -2.16484 -3.54480 -3.36923 0.00
H -3.53634 -5.50591 -2.94085 0.00
H -3.31174 -6.75900 -0.82435 0.00
H -1.61235 -6.06617 0.82363 0.00
H -0.17894 -4.11386 0.38160 0.00
H 0.79892 -1.96097 -4.65498 0.00
H -0.38482 -1.15283 -6.65110 0.00
H -2.69774 -0.29665 -6.47387 0.00
H -3.80788 -0.21897 -4.25974 0.00
H -2.61319 -1.02680 -2.25653 0.00
F 1.09058 -2.37765 0.58691 0.01
C -0.99816 -1.02472 1.76791 -0.01
F -1.55785 -2.24366 1.57278 0.00
F -2.07885 -0.21534 1.99447 0.00
S -2.76364 1.10390 -0.67413 0.00
C -4.40949 0.94888 -0.71497 0.00
N -5.25226 1.84813 -0.20649 0.00
C -6.65327 1.49233 -0.14831 0.00
C -6.87560 0.49637 -1.27705 0.00
S -5.26705 -0.36712 -1.47237 0.00
H -4.89974 2.62893 0.32681 0.00
H -7.27098 2.38315 -0.27342 0.00
H -6.88302 1.03684 0.82269 0.00
H -7.10074 0.99279 -2.22059 0.00
H -7.64487 -0.23905 -1.05903 0.00
```

Values from the calculation:
ΔE to the lowest compared entry with this formula, charge and spin = 0.0000 eV
maximum force = 4.70 eV/A
LUMO (alpha / beta) = -0.1624 / -0.1802 hartree
E = -90812.51819 eV
HOMO-LUMO gap (alpha / beta) = 6.25 / 5.77 eV
charge = +1
expectation value of S² = 0.7595
spin multiplicity = 2



# 2
DFT (the ωB97M-V functional and the def2-TZVPD basis) results for C35H29NNbO10 as an isolated structure.

```
76
Properties=species:S:1:pos:R:3:lowdin_charge:R:1
Nb -3.41645 -2.91850 1.77565 0.86
C -2.37202 -1.25538 0.57416 -0.38
C -2.99442 -0.07499 0.05572 -0.13
C -2.18983 0.77756 -0.66808 -0.21
N -0.90230 0.65437 -0.95522 0.04
C -0.31450 -0.41224 -0.44129 -0.20
C -1.02029 -1.32802 0.28895 -0.19
H -4.42445 -3.28251 0.26847 -0.20
H -4.76234 -1.81169 2.36608 -0.21
H -2.35692 -2.64611 3.25837 -0.21
H -2.20026 -4.11426 1.06398 -0.19
H -4.16442 -4.38278 2.58876 -0.23
H -4.04030 0.12238 0.23263 0.07
H -2.66693 1.67126 -1.08111 0.07
H 0.74803 -0.55754 -0.63089 0.08
H -0.47349 -2.18588 0.67410 0.06
C -1.18154 5.92245 -1.53070 0.02
C -2.01295 4.88945 -1.64270 0.03
C -3.47390 5.06266 -1.49055 -0.36
O -4.22917 4.12188 -1.60085 0.10
C -3.98092 6.42858 -1.20581 0.03
C -3.15035 7.46063 -1.09107 0.02
C -1.68368 7.28883 -1.24630 -0.39
O -0.92752 8.23177 -1.14510 0.10
H -0.10984 5.81715 -1.63948 0.12
H -1.66056 3.88532 -1.84921 0.12
H -5.05375 6.53146 -1.09967 0.12
H -3.49780 8.46472 -0.88352 0.12
C 1.62355 -2.38888 -3.96574 0.03
C 1.12809 -2.94774 -2.86474 0.03
C 1.75634 -4.14438 -2.26024 -0.39
O 1.30483 -4.65611 -1.25775 0.09
C 2.96285 -4.69590 -2.92754 0.02
C 3.45807 -4.13748 -4.02759 0.02
C 2.82603 -2.93765 -4.63341 -0.39
O 3.28338 -2.43040 -5.63712 0.09
H 1.17768 -1.51390 -4.42078 0.12
H 0.25064 -2.55819 -2.36209 0.12
H 3.40862 -5.57070 -2.46986 0.12
H 4.33578 -4.52417 -4.53020 0.12
C 3.45090 -1.58344 3.05611 0.01
C 3.33005 -1.15858 1.80186 0.03
C 3.13101 -2.11427 0.68491 -0.37
O 3.02329 -1.72549 -0.46124 0.09
C 3.07073 -3.55757 1.01928 0.03
C 3.19238 -3.98156 2.27451 0.03
C 3.39191 -3.02713 3.39118 -0.38
O 3.50692 -3.40823 4.53827 0.10
H 3.59731 -0.90183 3.88524 0.11
H 3.37069 -0.10901 1.53850 0.13
H 2.92370 -4.23494 0.19219 0.09
H 3.15130 -5.03046 2.53850 0.12
C -9.06992 1.76003 -2.53046 0.01
C -8.45317 0.70328 -3.04855 0.02
C -6.98202 0.53415 -2.92757 -0.38
O -6.42311 -0.42473 -3.40904 0.12
C -6.22426 1.58499 -2.19953 0.03
C -6.84764 2.64001 -1.67807 0.01
C -8.31421 2.81076 -1.80651 -0.39
O -8.88198 3.77581 -1.33459 0.09
H -10.14011 1.90512 -2.61010 0.12
H -8.98399 -0.07553 -3.58143 0.12
H -5.15355 1.44514 -2.11751 0.11
H -6.31296 3.41410 -1.14961 0.09
C 7.91508 -1.31841 4.67255 0.03
C 6.69672 -0.78472 4.65321 0.03
C 6.48894 0.65048 4.34213 -0.38
O 5.37864 1.13674 4.32598 0.11
C 7.69226 1.46934 4.05141 0.02
C 8.91072 0.93626 4.07103 0.02
C 9.11847 -0.50048 4.38260 -0.39
O 10.22957 -0.98544 4.39825 0.10
H 8.08656 -2.36330 4.89749 0.12
H 5.80673 -1.36622 4.86231 0.11
H 7.51922 2.51393 3.82575 0.12
H 9.80082 1.51613 3.86269 0.12
```

Values from the calculation:
maximum force = 2.10 eV/A
LUMO = -0.0151 hartree
E = -60268.78380 eV
HOMO-LUMO gap = 4.88 eV
charge = -1
spin multiplicity = 1